Computed, not measured: 16 unconnected molecules or ions with the total composition C84H114F12N25O27S12 in a non-equilibrium geometry, with ωB97M-V/def2-TZVPD.

Each line ends with the Löwdin charge.
Positions of all 274 atoms, in Å:
C (3.824, 2.760, -2.540)  -0.039
C (3.329, 4.086, -3.076)  -0.172
N (2.347, 3.876, -4.073)  -0.069
C (2.497, 3.793, -5.449)  0.000
C (1.176, 3.668, -6.013)  0.031
N (0.224, 3.654, -4.983)  -0.029
C (1.041, 3.667, -3.829)  0.018
C (-1.146, 3.329, -4.957)  -0.021
H (4.387, 2.150, -3.247)  0.071
H (2.975, 2.140, -2.252)  0.069
H (4.480, 2.935, -1.688)  0.070
H (4.154, 4.622, -3.546)  0.134
H (2.870, 4.795, -2.387)  0.133
H (3.522, 3.922, -5.764)  0.104
H (0.731, 3.732, -6.995)  0.138
H (0.579, 3.946, -2.894)  0.136
H (-1.769, 4.214, -4.829)  0.096
H (-1.433, 2.717, -4.103)  0.095
H (-1.424, 2.802, -5.870)  0.106
C (3.403, 1.202, -6.850)  -0.045
C (4.239, 1.528, -8.112)  -0.157
N (4.396, 2.909, -8.350)  -0.062
C (3.587, 3.732, -9.060)  0.014
C (4.060, 5.000, -8.880)  -0.020
N (5.152, 5.034, -8.096)  -0.080
C (5.264, 3.744, -7.691)  -0.007
C (6.028, 6.147, -7.966)  0.028
H (2.387, 1.533, -7.068)  0.066
H (3.872, 1.394, -5.885)  0.065
H (3.350, 0.124, -6.699)  0.063
H (3.855, 1.098, -9.037)  0.148
H (5.262, 1.153, -8.074)  0.131
H (2.838, 3.303, -9.708)  0.157
H (3.672, 5.890, -9.354)  0.155
H (5.946, 3.362, -6.946)  0.164
H (6.938, 5.823, -7.460)  0.114
H (5.487, 6.940, -7.451)  0.118
H (6.360, 6.485, -8.948)  0.125
C (7.770, -4.225, 0.276)  -0.057
C (8.523, -4.186, -1.096)  -0.173
N (9.776, -4.853, -1.015)  -0.071
C (10.412, -5.682, -2.040)  0.081
C (11.649, -6.074, -1.426)  -0.004
N (11.751, -5.649, -0.145)  -0.089
C (10.570, -4.963, 0.121)  0.047
C (12.801, -5.886, 0.829)  0.025
H (7.604, -5.250, 0.607)  0.091
H (6.773, -3.790, 0.202)  0.057
H (8.212, -3.704, 1.125)  0.053
H (8.886, -3.221, -1.450)  0.126
H (7.888, -4.740, -1.787)  0.126
H (9.957, -5.669, -3.019)  0.123
H (12.469, -6.667, -1.802)  0.139
H (10.321, -4.397, 1.007)  0.159
H (12.521, -6.362, 1.768)  0.112
H (13.186, -4.941, 1.211)  0.109
H (13.557, -6.446, 0.278)  0.111
C (-3.931, -4.115, 1.598)  -0.035
C (-2.502, -3.893, 2.228)  -0.184
N (-1.517, -4.399, 1.392)  -0.082
C (-0.904, -3.771, 0.295)  0.027
C (-0.055, -4.743, -0.207)  -0.001
N (-0.193, -5.944, 0.507)  -0.046
C (-1.160, -5.735, 1.491)  0.054
C (0.564, -7.158, 0.272)  0.016
H (-4.252, -5.120, 1.323)  0.091
H (-4.076, -3.649, 0.623)  0.038
H (-4.754, -3.699, 2.179)  0.063
H (-2.454, -4.495, 3.136)  0.103
H (-2.255, -2.895, 2.591)  0.105
H (-1.164, -2.735, 0.132)  0.130
H (0.682, -4.636, -0.989)  0.115
H (-1.527, -6.539, 2.112)  0.169
H (0.012, -7.806, -0.408)  0.097
H (0.787, -7.567, 1.258)  0.112
H (1.474, -6.978, -0.301)  0.084
C (2.286, 2.199, 1.773)  0.050
N (1.758, 3.530, 2.233)  -0.043
C (0.949, 4.343, 1.490)  0.049
C (0.621, 5.569, 1.994)  0.038
C (1.083, 5.963, 3.247)  -0.137
C (1.867, 5.051, 3.987)  0.064
C (2.317, 3.888, 3.386)  0.009
C (0.631, 7.200, 3.889)  -0.123
C (0.346, 7.326, 5.259)  0.024
C (0.075, 8.591, 5.756)  0.016
N (0.248, 9.747, 5.043)  -0.078
C (0.556, 9.669, 3.693)  0.087
C (0.613, 8.395, 3.077)  0.102
C (0.044, 11.044, 5.680)  0.046
H (3.303, 2.371, 1.421)  0.104
H (1.690, 1.596, 1.088)  0.085
H (2.404, 1.584, 2.665)  0.092
H (0.692, 3.931, 0.525)  0.137
H (-0.051, 6.140, 1.371)  0.114
H (2.052, 5.305, 5.020)  0.131
H (2.915, 3.231, 3.999)  0.161
H (0.171, 6.484, 5.912)  0.127
H (-0.192, 8.710, 6.796)  0.149
H (0.652, 10.571, 3.106)  0.159
H (0.881, 8.217, 2.046)  0.133
H (-0.271, 11.731, 4.894)  0.118
H (1.041, 11.336, 6.012)  0.129
H (-0.651, 10.961, 6.515)  0.117
C (-4.499, -2.809, 8.453)  0.079
N (-3.383, -2.773, 7.435)  -0.081
C (-2.817, -3.892, 6.924)  0.047
C (-1.924, -3.829, 5.850)  0.052
C (-1.450, -2.560, 5.467)  -0.120
C (-2.097, -1.438, 5.927)  0.058
C (-3.157, -1.600, 6.855)  0.011
C (-0.338, -2.512, 4.423)  -0.137
C (0.685, -3.444, 4.464)  0.046
C (1.686, -3.543, 3.486)  0.109
N (1.751, -2.427, 2.672)  -0.035
C (0.822, -1.441, 2.677)  0.003
C (-0.263, -1.439, 3.511)  0.031
C (2.850, -2.381, 1.746)  0.003
H (-4.098, -2.186, 9.253)  0.118
H (-4.635, -3.877, 8.623)  0.112
H (-5.398, -2.400, 7.991)  0.113
H (-3.173, -4.852, 7.267)  0.156
H (-1.530, -4.736, 5.416)  0.130
H (-1.833, -0.469, 5.530)  0.119
H (-3.764, -0.795, 7.242)  0.144
H (0.629, -4.287, 5.137)  0.131
H (2.496, -4.257, 3.481)  0.156
H (0.896, -0.714, 1.882)  0.101
H (-1.049, -0.702, 3.434)  0.122
H (2.547, -3.045, 0.937)  0.090
H (3.839, -2.464, 2.198)  0.127
H (2.772, -1.428, 1.223)  0.061
C (-11.800, -3.372, 1.832)  0.013
N (-10.779, -2.714, 1.069)  -0.096
C (-9.628, -2.303, 1.687)  0.067
C (-8.498, -1.896, 0.899)  0.054
C (-8.493, -1.876, -0.491)  -0.131
C (-9.706, -2.428, -1.050)  0.105
C (-10.795, -2.827, -0.243)  0.012
C (-7.320, -1.625, -1.292)  -0.164
C (-6.213, -2.391, -1.004)  0.050
C (-5.087, -2.200, -1.828)  0.038
N (-5.099, -1.321, -2.860)  -0.013
C (-6.178, -0.487, -3.076)  0.053
C (-7.320, -0.568, -2.259)  0.061
C (-3.879, -1.330, -3.750)  0.021
H (-12.752, -2.842, 1.872)  0.124
H (-11.618, -3.479, 2.901)  0.110
H (-11.927, -4.377, 1.430)  0.124
H (-9.545, -2.394, 2.760)  0.142
H (-7.553, -1.711, 1.388)  0.099
H (-9.731, -2.570, -2.120)  0.138
H (-11.703, -3.146, -0.733)  0.162
H (-6.108, -3.077, -0.176)  0.125
H (-4.287, -2.902, -1.648)  0.124
H (-6.073, 0.216, -3.889)  0.153
H (-8.060, 0.184, -2.494)  0.137
H (-4.125, -1.710, -4.742)  0.117
H (-3.114, -1.889, -3.211)  0.075
H (-3.386, -0.358, -3.714)  0.087
C (-9.079, 6.462, 10.650)  0.068
N (-7.911, 6.288, 9.734)  -0.059
C (-7.161, 5.205, 9.864)  0.042
C (-6.223, 4.917, 8.853)  0.053
C (-6.128, 5.720, 7.712)  -0.125
C (-6.900, 6.883, 7.623)  0.057
C (-7.731, 7.108, 8.662)  0.027
C (-5.160, 5.278, 6.650)  -0.074
C (-4.347, 6.093, 5.845)  0.051
C (-3.526, 5.569, 4.854)  0.006
N (-3.447, 4.253, 4.637)  -0.069
C (-4.177, 3.344, 5.333)  0.042
C (-5.070, 3.873, 6.281)  0.070
C (-2.413, 3.737, 3.675)  0.068
H (-9.454, 7.475, 10.511)  0.111
H (-8.847, 6.435, 11.715)  0.127
H (-9.854, 5.805, 10.256)  0.128
H (-7.319, 4.658, 10.781)  0.163
H (-5.434, 4.188, 8.967)  0.130
H (-6.926, 7.401, 6.676)  0.149
H (-8.321, 8.012, 8.619)  0.162
H (-4.339, 7.172, 5.889)  0.134
H (-2.977, 6.205, 4.176)  0.152
H (-3.978, 2.291, 5.202)  0.133
H (-5.578, 3.106, 6.847)  0.122
H (-2.906, 3.780, 2.703)  0.130
H (-2.137, 2.758, 4.067)  0.095
H (-1.513, 4.342, 3.772)  0.083
C (7.100, -0.091, -3.001)  0.078
N (6.107, -1.218, -3.445)  -0.055
C (5.886, -2.117, -2.459)  0.006
C (4.947, -3.165, -2.713)  0.076
C (4.316, -3.216, -3.968)  -0.075
C (4.518, -2.161, -4.882)  0.065
C (5.400, -1.132, -4.537)  -0.028
C (3.310, -4.304, -4.378)  -0.066
C (2.713, -5.109, -3.364)  0.033
C (1.808, -6.094, -3.627)  0.028
N (1.479, -6.445, -4.913)  -0.066
C (1.973, -5.676, -5.927)  0.039
C (2.900, -4.586, -5.716)  0.074
C (0.583, -7.547, -5.242)  0.058
H (7.570, 0.310, -3.899)  0.097
H (7.878, -0.636, -2.466)  0.096
H (6.604, 0.723, -2.473)  0.086
H (6.339, -1.928, -1.497)  0.091
H (4.808, -3.826, -1.870)  0.111
H (3.958, -2.132, -5.805)  0.116
H (5.733, -0.454, -5.309)  0.138
H (2.917, -4.851, -2.335)  0.082
H (1.451, -6.624, -2.756)  0.130
H (1.520, -5.802, -6.899)  0.148
H (3.146, -3.951, -6.553)  0.119
H (1.167, -8.026, -6.027)  0.121
H (-0.375, -7.054, -5.406)  0.099
H (0.650, -8.178, -4.356)  0.111
N (-1.042, -1.175, -6.981)  -0.236
S (-0.368, -0.473, -5.865)  0.378
O (0.979, -0.852, -5.529)  -0.297
O (-1.267, 0.006, -4.842)  -0.288
F (-0.091, 0.797, -6.815)  -0.220
S (-1.090, -2.677, -6.200)  0.662
O (-1.533, -2.797, -4.805)  -0.301
O (0.037, -3.556, -6.603)  -0.309
F (-2.432, -3.325, -6.949)  -0.202
N (-3.771, -6.851, -3.102)  -0.233
S (-2.720, -6.400, -2.183)  0.423
O (-2.838, -5.056, -1.613)  -0.316
O (-1.418, -6.927, -2.423)  -0.290
F (-3.102, -7.337, -0.857)  -0.233
S (-3.530, -5.724, -4.285)  0.593
O (-2.342, -5.776, -5.087)  -0.267
O (-4.053, -4.342, -4.076)  -0.314
F (-4.611, -6.266, -5.325)  -0.159
N (0.949, -0.601, -0.469)  -0.259
S (1.229, -1.287, -1.785)  0.425
O (1.907, -0.457, -2.783)  -0.294
O (0.280, -2.341, -2.162)  -0.268
F (2.509, -2.179, -1.305)  -0.216
S (-0.295, 0.333, -1.216)  0.611
O (-1.542, -0.371, -1.587)  -0.267
O (0.296, 1.360, -2.088)  -0.296
F (-0.886, 1.116, 0.071)  -0.221
N (-6.183, 0.554, 2.044)  -0.274
S (-4.918, -0.166, 2.236)  0.445
O (-3.925, 0.640, 2.947)  -0.353
O (-4.407, -1.161, 1.257)  -0.309
F (-5.514, -1.166, 3.433)  -0.256
S (-5.743, 1.567, 0.783)  0.591
O (-4.545, 1.265, -0.024)  -0.277
O (-6.010, 2.985, 1.155)  -0.301
F (-6.928, 1.360, -0.194)  -0.148
N (-0.666, 5.394, -1.097)  -0.290
S (-0.782, 6.774, -1.598)  0.359
O (-1.177, 7.727, -0.555)  -0.319
O (-1.306, 7.034, -2.892)  -0.231
F (0.786, 7.121, -1.769)  -0.208
S (-2.287, 4.996, -1.371)  0.599
O (-2.622, 4.528, -2.732)  -0.279
O (-3.272, 5.620, -0.571)  -0.235
F (-2.264, 3.513, -0.655)  -0.239
N (6.976, -0.698, 0.364)  -0.262
S (7.514, -0.652, 1.728)  0.403
O (7.002, -1.667, 2.588)  -0.267
O (8.078, 0.555, 2.330)  -0.249
F (8.933, -1.371, 1.285)  -0.234
S (5.664, 0.324, 0.615)  0.580
O (5.809, 1.711, 0.251)  -0.280
O (4.808, 0.075, 1.766)  -0.312
F (4.608, -0.211, -0.510)  -0.213
N (4.238, -5.553, 0.492)  -0.700
O (5.080, -6.119, -0.143)  0.009
O (4.312, -5.284, 1.683)  -0.031
O (3.261, -5.215, -0.092)  -0.076

Properties
E_HOMO = -17.237 eV
total charge = +7
total energy = -344033.8859 eV
LUMO energy = -0.499 hartree